Record 1
# Cl6Mg3

A molecular structure, Cl6Mg3 (ωB97M-V/def2-TZVPD, the Open Molecules 2025 dataset).

The HOMO energy is -7.52 eV. The value obtained for the maximum force is 0.051 Eh/bohr. For the molar mass, the calculation gives 285.63 g/mol.

Element x y z (Å)
Mg1 0.57371 4.25468 -2.57915
Mg2 0.28617 0.12509 -0.46463
Mg3 0.38417 -0.37195 4.04093
Cl1 1.35991 -4.54781 0.68022
Cl2 0.47471 2.31433 -1.24855
Cl3 -4.19734 0.01539 0.29504
Cl4 2.68411 -0.32854 -0.41977
Cl5 -0.62174 -0.30043 1.82302
Cl6 -0.94369 -1.16079 -2.12715

Record 2
# C3H5I2NOS

A molecular structure, C3H5I2NOS (ωB97M-V/def2-TZVPD, the Open Molecules 2025 dataset).

The HOMO energy is -8.93 eV. The value obtained for the maximum force is 0.055 Eh/bohr. For the molar mass, the calculation gives 356.95 g/mol. As for the energy above the lowest of the compared OMol25 structures with the same formula, charge and spin: 72.51 kJ/mol.

Element x y z (Å)
C1 -1.28541 0.50346 -1.87170
C2 -0.51375 1.34243 -0.79606
C3 -0.87820 -0.01516 -0.48245
N1 -1.08766 -0.90712 0.37899
O1 3.12589 0.07014 1.44233
S1 2.88930 -0.96266 2.45953
I1 1.55691 -2.72112 1.30051
I2 0.87161 -0.24957 3.74927
H1 -2.27223 0.89287 -2.21447
H2 -0.53324 0.15078 -2.52486
H3 0.52797 1.45743 -1.09215
H4 -1.00383 2.22839 -0.33276
H5 -1.39735 -1.78986 -0.01619

Record 3
# C21H16O4PSZr

A molecular structure, C21H16O4PSZr (ωB97M-V/def2-TZVPD, the Open Molecules 2025 dataset).

The HOMO energy is -11.85 eV. The total charge is +1. The value obtained for the maximum force is 0.005 Eh/bohr. For the molar mass, the calculation gives 486.62 g/mol. As for the energy above the lowest of the compared OMol25 structures with the same formula, charge and spin: 8.87 kJ/mol.

Element x y z (Å)
Zr1 0.62974 -1.18977 1.31165
O1 0.69707 -3.18690 0.58458
C1 0.94318 -2.62855 -0.54696
O2 0.25052 -1.59894 -0.82075
C2 2.25371 -2.83471 -1.20137
C3 2.52491 -3.69719 -2.24791
C4 3.81479 -3.75387 -2.75353
C5 4.81062 -2.95475 -2.21056
C6 4.53745 -2.09275 -1.15858
C7 3.25059 -2.02557 -0.64123
S1 2.96676 -0.91597 0.74767
H1 1.73997 -4.31480 -2.66305
H2 4.04230 -4.42324 -3.57133
H3 5.81584 -3.00372 -2.60652
H4 5.32064 -1.47870 -0.73476
O3 -0.51330 0.32808 5.02248
C8 -0.29413 0.41065 3.86048
O4 0.31113 -0.58402 3.14714
C9 -0.64927 1.61747 2.99495
P1 -0.56490 1.18884 1.22161
C10 -0.59809 2.65177 0.19666
C11 0.48230 2.90845 -0.64367
C12 0.47270 4.04212 -1.44335
C13 -0.60904 4.90841 -1.40013
C14 -1.68909 4.65095 -0.56217
C15 -1.68889 3.52264 0.23783
C16 -1.99592 0.14474 0.83126
C17 -2.44496 0.11311 -0.49482
C18 -3.35567 -0.84545 -0.89691
C19 -3.81431 -1.80325 0.00171
C20 -3.37521 -1.78624 1.31405
C21 -2.46762 -0.81716 1.73528
H5 0.10045 2.39283 3.17702
H6 -1.61317 2.01923 3.30698
H7 1.32299 2.22554 -0.67504
H8 1.30786 4.24660 -2.09904
H9 -0.61501 5.79178 -2.02455
H10 -2.52996 5.33043 -0.53573
H11 -2.53496 3.31603 0.88273
H12 -2.07775 0.84006 -1.20820
H13 -3.70587 -0.85034 -1.92036
H14 -4.52063 -2.55593 -0.32111
H15 -3.74522 -2.51284 2.02470
H16 -2.19253 -0.79502 2.78290

Record 4
# C4H14N2O2

2 unconnected molecules or ions with the total composition C4H14N2O2 (ωB97M-V/def2-TZVPD, the Open Molecules 2025 dataset).

The HOMO energy is -8.65 eV. The value obtained for the maximum force is 0.029 Eh/bohr. For the molar mass, the calculation gives 122.17 g/mol. Its SMILES is CNC[C@H](N)CO.O. As for the energy above the lowest of the compared OMol25 structures with the same formula, charge and spin: 112.05 kJ/mol.

Element x y z (Å)
C1 -0.21206 -2.49322 -0.76889
N1 0.21988 -1.37671 0.08434
C2 -0.83781 -0.46230 0.49565
C3 -0.48272 1.01996 0.36957
N2 -1.61994 1.81840 0.73059
C4 0.08912 1.33069 -1.02690
O1 0.89798 2.49031 -0.95782
H1 0.13748 -2.34915 -1.78715
H2 -1.30136 -2.62517 -0.75161
H3 0.17584 -3.43967 -0.37168
H4 0.70928 -1.73267 0.89010
H5 -1.79805 -0.69799 0.05164
H6 -1.02197 -0.62097 1.56237
H7 0.35721 1.19644 1.04564
H8 -2.41956 1.61680 0.14134
H9 -1.43223 2.80953 0.68291
H10 0.64441 0.46529 -1.37077
H11 -0.76185 1.46514 -1.71743
H12 0.70980 3.12060 -1.65526
O2 2.41205 -0.58062 1.74558
H13 2.16506 -0.43560 0.81760
H14 3.36942 -0.51908 1.79021

Record 5
# C57H49AsCoIN5OP2

A molecular structure, C57H49AsCoIN5OP2 (ωB97M-V/def2-TZVPD, the Open Molecules 2025 dataset).

The HOMO energy (alpha / beta) is -13.84 / -13.84 eV. The total charge is +3. The value obtained for the maximum force is 0.043 Eh/bohr. For the molar mass, the calculation gives 1142.76 g/mol.

Element x y z (Å)
Co1 -1.14752 -0.07096 0.23056
N1 -1.46179 -3.27049 0.83412
P1 -1.48638 -1.91109 1.82610
C1 -1.76133 -2.74064 3.40792
C2 -3.02572 -2.63865 3.98607
C3 -3.33205 -3.41010 5.09755
C4 -2.37290 -4.25618 5.63480
C5 -1.10146 -4.32941 5.07491
C6 -0.78793 -3.57658 3.95614
C7 0.35768 -1.37849 1.91953
C8 0.80590 -0.82911 3.29654
C9 2.03894 -1.36301 3.85682
C10 2.99749 -1.93417 3.04326
C11 2.74520 -2.24170 1.73243
C12 1.39421 -2.22744 1.10554
C13 -1.46864 -3.16167 -0.54171
C14 -1.46815 -4.31810 -1.32398
C15 -1.50631 -4.19876 -2.69301
C16 -1.55505 -2.92090 -3.24207
C17 -1.50774 -1.83620 -2.40184
N2 -1.46239 -1.92772 -1.05931
H1 -1.54182 -4.19327 1.23558
H2 -3.76425 -1.97254 3.55347
H3 -4.31703 -3.35099 5.53971
H4 -2.61351 -4.85956 6.49946
H5 -0.35417 -4.97734 5.51301
H6 0.19985 -3.64595 3.51185
H7 -0.00050 -0.81118 4.03039
H8 2.21263 -1.25767 4.92265
H9 3.97885 -2.14672 3.45150
H10 3.53487 -2.65326 1.10945
H11 1.06740 -3.27122 1.00659
H12 -1.44423 -5.28498 -0.83904
H13 -1.50875 -5.07998 -3.31954
H14 -1.64427 -2.77259 -4.30772
H15 -1.54822 -0.84355 -2.81418
O1 1.48466 -1.74003 -0.21821
N3 0.25503 -0.03692 1.37709
C18 0.88809 0.57209 2.53763
C19 0.27850 1.74299 3.22815
C20 1.00122 2.35815 4.24924
C21 0.48534 3.45572 4.91136
C22 -0.75957 3.95979 4.55253
C23 -1.48288 3.36156 3.53893
C24 -0.97271 2.23680 2.87817
P2 -1.94147 1.58146 1.50326
C25 -3.51744 0.95170 2.12837
C26 -3.99703 1.22627 3.40670
C27 -5.25127 0.76018 3.77918
C28 -6.01907 0.01769 2.89385
C29 -5.52096 -0.30131 1.63500
C30 -4.27301 0.16004 1.25635
C31 -2.27410 3.11990 0.60694
C32 -1.18038 3.94981 0.33951
C33 -1.37695 5.18885 -0.24165
C34 -2.66681 5.60857 -0.55280
C35 -3.74764 4.77332 -0.31362
C36 -3.55984 3.52434 0.26260
H16 1.92301 -0.88199 -0.11530
H17 1.93226 0.81093 2.29614
H18 1.97923 1.97364 4.51624
H19 1.06420 3.93826 5.68700
H20 -1.16345 4.82386 5.06205
H21 -2.43631 3.77907 3.24075
H22 -3.40554 1.78839 4.11555
H23 -5.62953 0.98335 4.76779
H24 -7.00059 -0.32797 3.18907
H25 -6.10954 -0.90204 0.95432
H26 -3.87032 -0.09295 0.28083
H27 -0.18062 3.63445 0.62331
H28 -0.53476 5.84078 -0.43277
H29 -2.82931 6.59124 -0.97453
H30 -4.74648 5.10521 -0.56317
H31 -4.40883 2.88393 0.46776
C37 4.56536 -4.33340 -3.59600
C38 3.55423 -3.88227 -4.43349
C39 2.90953 -2.68838 -4.15362
C40 3.27464 -1.92702 -3.04485
C41 4.28816 -2.38560 -2.20850
C42 4.94609 -3.57204 -2.50080
As1 2.30419 -0.27207 -2.78453
C43 3.46754 0.93993 -1.78299
C44 3.73771 2.20755 -2.29956
C45 4.55292 3.08929 -1.60196
C46 5.06626 2.73773 -0.36237
C47 4.77964 1.49090 0.17300
C48 3.97564 0.60253 -0.52774
C49 2.32945 0.46186 -4.59465
C50 1.14092 0.78516 -5.23509
C51 1.15813 1.31898 -6.51751
C52 2.37124 1.54181 -7.15158
C53 3.56065 1.21110 -6.51600
C54 3.54736 0.66107 -5.24218
H32 5.05795 -5.27424 -3.80070
H33 3.26852 -4.45925 -5.30349
H34 2.13126 -2.32826 -4.81306
H35 4.60377 -1.79953 -1.35520
H36 5.76643 -3.89992 -1.87532
H37 3.33759 2.49712 -3.26323
H38 4.78576 4.05600 -2.02872
H39 5.68263 3.43473 0.18874
H40 5.18152 1.20706 1.13752
H41 3.77751 -0.37115 -0.08967
H42 0.19156 0.62064 -4.73498
H43 0.22484 1.56081 -7.00928
H44 2.38813 1.96925 -8.14499
H45 4.50703 1.38688 -7.01058
H46 4.48135 0.40228 -4.75791
I1 -4.31147 2.86673 -4.22543
C55 -2.77601 2.22308 -2.98311
C56 -1.50718 2.75373 -2.86275
N4 -0.85602 2.00459 -1.96261
N5 -1.63400 1.02893 -1.47042
C57 -2.80480 1.14534 -2.09403
H47 -1.05490 3.59548 -3.35930
H48 0.06704 2.16775 -1.59295
H49 -3.62424 0.46783 -1.91526

Record 6
# C5H8O

C5H8O in the gas phase (ωB97M-V/def2-TZVPD, the Open Molecules 2025 dataset).

The HOMO energy is -9.66 eV. The value obtained for the maximum force is 0.012 Eh/bohr. For the molar mass, the calculation gives 84.12 g/mol. Its SMILES is CC#CCCO. As for the energy above the lowest of the compared OMol25 structures with the same formula, charge and spin: 182.65 kJ/mol.

Element x y z (Å)
C1 2.72292 0.36966 -0.12742
C2 1.32254 -0.02115 -0.30320
C3 0.19060 -0.39840 -0.48941
C4 -1.23440 -0.73055 -0.60417
C5 -2.00864 -0.10795 0.57372
O1 -1.65083 1.23297 0.79952
H1 2.87612 0.92962 0.80507
H2 3.34544 -0.53177 -0.09861
H3 3.04390 0.99534 -0.96849
H4 -1.62898 -0.35637 -1.55621
H5 -1.38078 -1.81691 -0.60143
H6 -3.07812 -0.10903 0.33177
H7 -1.85595 -0.73633 1.46965
H8 -0.68063 1.28822 0.77555

Record 7
# C2H6OS2

2 unconnected molecules or ions with the total composition C2H6OS2 (ωB97M-V/def2-TZVPD, the Open Molecules 2025 dataset).

The HOMO energy is -9.34 eV. The value obtained for the maximum force is 0.063 Eh/bohr. For the molar mass, the calculation gives 110.20 g/mol. Its SMILES is C=CO.SS. As for the energy above the lowest of the compared OMol25 structures with the same formula, charge and spin: 98.68 kJ/mol.

Element x y z (Å)
C1 -0.78411 -0.00623 -1.68709
C2 -1.38852 -0.16788 -0.50288
O1 -1.34343 -1.23900 0.32045
H1 -0.79055 0.91204 -2.25486
H2 0.13420 -0.56196 -1.84066
H3 -2.33572 0.38871 -0.42036
H4 -1.66199 -0.98109 1.16443
S1 1.58214 0.80520 2.24255
S2 2.99849 0.30035 0.87043
H5 0.77236 1.54751 1.43727
H6 2.81713 -0.99765 0.67072

Record 8
# C2H10N2S

2 unconnected molecules or ions with the total composition C2H10N2S (ωB97M-V/def2-TZVPD, the Open Molecules 2025 dataset).

The HOMO energy (alpha / beta) is -10.92 / -10.92 eV. As for the multiplicity: 2. As for the expectation value of S²: 0.75. The total charge is +1. The value obtained for the maximum force is 0.104 Eh/bohr. For the molar mass, the calculation gives 94.18 g/mol. As for the energy above the lowest of the compared OMol25 structures with the same formula, charge and spin: 195.52 kJ/mol.

Element x y z (Å)
C1 -3.78378 -3.46996 -0.98589
S1 -2.31938 -2.38302 -0.66651
H1 -4.24476 -3.51801 -1.98266
H2 -3.64104 -4.51831 -0.62285
H3 -4.60795 -3.01461 -0.45977
H4 -1.36732 -3.08596 -1.29800
N1 3.03324 2.91380 0.40505
C2 2.33711 1.60707 0.76047
N2 0.93840 2.04378 1.14544
H5 3.95656 3.02999 0.91720
H6 3.24108 3.21044 -0.60021
H7 2.21059 0.89483 -0.12005
H8 2.85043 1.13453 1.67434
H9 1.00628 2.87802 1.59635
H10 0.39054 2.27741 0.23709

Record 9
# C2HN2O3S

3 unconnected molecules or ions with the total composition C2HN2O3S (ωB97M-V/def2-TZVPD, the Open Molecules 2025 dataset).

The HOMO energy (alpha / beta) is -3.66 / -3.66 eV. The total charge is -1. The value obtained for the maximum force is 0.100 Eh/bohr. For the molar mass, the calculation gives 133.11 g/mol. As for the energy above the lowest of the compared OMol25 structures with the same formula, charge and spin: 197.68 kJ/mol.

Element x y z (Å)
C1 -3.33371 -1.28931 -0.43192
C2 2.74248 0.58919 -0.01882
N1 -3.77022 -2.34348 -0.31068
N2 0.74700 0.68513 0.47927
O1 2.93990 -0.53378 0.05105
O2 3.05032 1.66621 -0.17279
O3 -0.27899 1.33050 0.25781
S1 -2.64901 0.16759 -0.63161
H1 0.55223 -0.27206 0.77770

Record 10
# HN4O3

2 unconnected molecules or ions with the total composition HN4O3 (ωB97M-V/def2-TZVPD, the Open Molecules 2025 dataset).

The HOMO energy (alpha / beta) is -2.16 / -4.28 eV. The total charge is -1. The value obtained for the maximum force is 0.074 Eh/bohr. For the molar mass, the calculation gives 105.03 g/mol. As for the energy above the lowest of the compared OMol25 structures with the same formula, charge and spin: 161.18 kJ/mol.

Element x y z (Å)
N1 0.12667 -0.15288 1.08974
N2 1.25097 1.40307 -1.63182
N3 -0.02163 1.06517 0.90539
N4 -0.62662 -1.14443 0.43596
O1 -1.56159 -0.80218 -0.26226
O2 2.07784 0.56125 -1.76191
O3 -0.33671 -2.31684 0.78859
H1 -0.90893 1.38684 0.43630

Record 11
# C7H10Cl2O4SmY

A molecular structure, C7H10Cl2O4SmY (ωB97M-V/def2-TZVPD, the Open Molecules 2025 dataset).

The HOMO energy (alpha / beta) is -24.81 / -24.81 eV. As for the multiplicity: 6. As for the expectation value of S²: 8.76. The total charge is +4. The value obtained for the maximum force is 0.185 Eh/bohr. For the molar mass, the calculation gives 468.32 g/mol.

Element x y z (Å)
Y1 0.95613 2.96497 -1.59011
Sm1 0.03917 -0.18018 0.21509
Cl1 1.55316 2.32233 0.95359
Cl2 0.75647 0.31699 -2.33923
C1 -1.33338 -1.82149 -0.69824
C2 -0.24894 4.65473 -0.47542
C3 -0.77172 3.34235 -3.21213
O1 -1.92949 -2.66916 -1.22256
O2 -0.54469 5.64121 0.03098
O3 -1.35909 3.64101 -4.16521
C4 3.33012 -2.61261 1.34270
C5 1.91668 -2.24198 0.93947
O4 1.63180 -0.89318 1.54198
C6 0.95446 -0.84939 2.85607
C7 -0.55409 -0.99026 2.74396
H1 4.01688 -1.86815 0.97952
H2 3.61044 -3.58316 0.96637
H3 3.37388 -2.62079 2.41713
H4 1.80766 -2.10411 -0.14531
H5 1.17163 -2.98110 1.25474
H6 1.40540 -1.60010 3.52123
H7 1.28363 0.09768 3.28147
H8 -0.82223 -1.93939 2.29092
H9 -0.95029 -1.03898 3.74822
H10 -1.16452 -0.17373 2.34453

Record 12
# C8H13B2F4N4NbS2Te

A molecular structure, C8H13B2F4N4NbS2Te (ωB97M-V/def2-TZVPD, the Open Molecules 2025 dataset).

The HOMO energy (alpha / beta) is -8.01 / -8.01 eV. The value obtained for the maximum force is 0.266 Eh/bohr. For the molar mass, the calculation gives 547.48 g/mol.

Element x y z (Å)
Nb1 -1.20603 -0.98231 -0.50124
C1 -0.74213 1.73159 -3.63834
N1 0.22967 1.81439 -2.57084
C2 1.60057 2.09419 -2.71134
C3 2.19477 2.10629 -1.45474
N2 1.21317 1.82269 -0.47964
B1 1.44757 1.81239 1.03276
N3 1.38657 0.40579 1.66156
C4 1.49637 0.19249 3.05236
C5 1.46737 -1.16391 3.32476
N4 1.34627 -1.87061 2.11026
C6 1.30967 -3.30471 1.95796
C7 1.29917 -0.88511 1.09316
S1 1.26427 -1.03061 -0.50124
C8 0.01777 1.66319 -1.19114
S2 -1.25433 1.48319 -0.50124
H1 -0.25033 1.90739 -4.61964
H2 -1.52843 2.49809 -3.48834
H3 -1.20183 0.72269 -3.64304
H4 2.11327 2.27699 -3.64844
H5 3.23587 2.30559 -1.25264
H6 0.63717 2.52409 1.54046
H7 2.52707 2.25599 1.27186
H8 1.59127 0.97499 3.79426
H9 1.53447 -1.61481 4.30656
H10 1.37777 -3.80371 2.94816
H11 2.16467 -3.63471 1.33206
H12 0.35867 -3.60371 1.46926
F1 -5.12813 -1.57441 -1.73764
B2 -4.64363 -0.98211 -0.50154
F2 -3.18983 -0.98231 -0.50124
F3 -5.12813 0.38459 -0.39654
F4 -5.12863 -1.75631 0.62946
Te1 -1.20603 -0.98231 2.31506
H13 -1.20603 -2.80481 -0.50124

Question: Which of these has the highest maximum force?
Answer: C8H13B2F4N4NbS2Te

Question: Among the records above, which one has the lowest maximum force?
Answer: C21H16O4PSZr

Question: What is the maximum force in the third record?
Answer: 0.005 Eh/bohr

Question: Which formula does entry 12 have?
Answer: C8H13B2F4N4NbS2Te